i:
Computed, not measured: a molecular structure, C3H10NOS, with the ωB97M-V functional and the def2-TZVPD basis.

Each line ends with the Löwdin charge.
Atoms and positions in Å:
C  -0.800  2.106  -1.514  -0.1671
N  0.199  2.231  -0.409  -0.1354
C  0.027  1.040  0.477  -0.4302
O  0.009  -0.157  -0.218  -0.2893
H  -0.652  1.204  -2.111  0.0564
H  -0.774  2.970  -2.141  0.0365
H  -1.808  2.071  -0.966  0.0942
H  1.151  2.152  -0.857  0.0956
H  -0.915  1.240  0.975  0.0923
H  0.810  1.111  1.209  0.0883
C  0.771  -3.009  0.991  -0.6304
S  -0.928  -2.446  1.264  0.3030
H  1.323  -2.312  0.320  0.0091
H  1.282  -3.082  1.976  -0.0061
H  0.741  -4.034  0.532  -0.0022
H  -0.437  -1.085  0.473  -0.1146

Properties
HOMO-LUMO gap = 7.315 eV
HOMO level = -0.1208 Ha
charge = -1


ii:
Computed, not measured: 2 unconnected molecules or ions with the total composition C3H10NOS, with the ωB97M-V functional and the def2-TZVPD basis.

Each line ends with the Löwdin charge.
Atoms and positions in Å:
N  3.025  0.840  0.658  -0.0475
C  2.209  -0.412  0.496  -0.6123
O  1.050  -0.317  1.136  -0.3445
H  4.007  0.621  0.740  0.0100
H  2.718  1.213  1.543  0.0209
H  2.114  -0.545  -0.615  0.0728
H  2.848  -1.259  0.856  0.0645
C  -1.855  -1.010  0.480  -0.4390
S  -1.956  -0.180  -1.127  0.6597
C  -0.870  1.216  -0.768  -0.4404
H  -2.522  -0.552  1.192  0.0117
H  -0.816  -0.919  0.818  -0.0074
H  -2.163  -2.051  0.310  0.0184
H  -0.545  1.619  -1.720  0.0129
H  -1.391  2.006  -0.221  0.0254
H  -0.025  0.846  -0.191  -0.0052

Properties
HOMO-LUMO gap = 6.413 eV
HOMO level = -0.1062 Ha
charge = -1


Referenced to the most stable arrangement, the calculated values in eV are i 0.000; ii 0.241.


i:
Computed, not measured: 2 unconnected molecules or ions with the total composition C3H10NOS, with the ωB97M-V functional and the def2-TZVPD basis.

Each line ends with the Löwdin charge.
Atoms and positions in Å:
C  -1.796  -1.237  1.795  -0.4008
S  -2.359  -0.102  0.445  0.6419
C  -1.295  1.463  0.615  -0.3803
H  -1.106  -1.825  1.213  0.0017
H  -2.412  -1.969  2.130  -0.0254
H  -1.230  -0.656  2.509  0.0316
H  -0.372  0.971  0.214  -0.0178
H  -1.670  2.500  0.260  0.0603
H  -1.116  1.612  1.601  -0.0451
N  2.729  -0.261  -1.868  -0.0355
C  1.329  -0.133  -1.431  -0.6291
O  1.014  -0.428  -0.156  -0.3575
H  3.377  -0.881  -1.434  0.0134
H  3.135  0.659  -2.095  0.0265
H  1.108  0.953  -1.785  0.0807
H  0.664  -0.667  -2.011  0.0354

Properties
HOMO-LUMO gap = 6.000 eV
HOMO level = -0.0898 Ha
charge = -1


ii:
Computed, not measured: 2 unconnected molecules or ions with the total composition C3H10NOS, with the ωB97M-V functional and the def2-TZVPD basis.

Each line ends with the Löwdin charge.
Atoms and positions in Å:
C  -1.409  2.136  -0.299  -0.4476
S  -2.502  0.979  0.559  0.6802
C  -1.334  -0.167  1.319  -0.4652
H  -0.456  1.624  -0.488  -0.0039
H  -1.287  3.057  0.264  0.0104
H  -1.773  2.374  -1.300  0.0180
H  -1.919  -0.627  2.116  0.0086
H  -1.170  -0.925  0.551  0.0119
H  -0.340  0.181  1.577  0.0326
N  2.009  -2.031  -1.034  -0.0462
C  1.668  -0.841  -0.188  -0.6365
O  0.850  0.038  -0.759  -0.3326
H  1.098  -2.286  -1.400  0.0267
H  2.610  -1.784  -1.798  0.0102
H  1.320  -1.348  0.762  0.0654
H  2.635  -0.381  0.120  0.0679

Properties
HOMO-LUMO gap = 6.389 eV
HOMO level = -0.1065 Ha
charge = -1


Referenced to the most stable arrangement, the calculated values in eV are i 1.633; ii 0.000.


i:
Computed, not measured: C2H6N6 in the gas phase, with the ωB97M-V functional and the def2-TZVPD basis.

Each line ends with the Löwdin charge.
Atoms and positions in Å:
C  -1.228  -1.076  0.518  -0.2877
C  -0.261  0.929  1.545  -0.1752
N  -0.601  -0.239  1.267  0.0397
N  -1.179  -1.227  -0.801  -0.0097
N  -0.670  -0.194  -1.427  -0.0713
N  -0.821  -0.159  -2.773  0.0185
N  2.018  0.559  1.223  -0.0128
N  0.974  1.414  1.620  -0.1254
H  -1.502  -2.013  1.008  0.0997
H  -1.161  -1.021  -3.273  0.1184
H  -0.586  0.666  -3.268  0.0715
H  2.389  -0.025  2.001  0.0861
H  1.589  0.017  0.361  0.1203
H  1.040  2.368  1.997  0.1280

Properties
HOMO-LUMO gap (alpha / beta) = 7.106 / 7.330 eV
HOMO level (alpha / beta) = -0.2637 / -0.2673 Ha


ii:
Computed, not measured: 2 unconnected molecules or ions with the total composition C2H6N6, with the ωB97M-V functional and the def2-TZVPD basis.

Each line ends with the Löwdin charge.
Atoms and positions in Å:
C  -1.483  0.504  0.047  -0.4313
C  -0.152  -0.037  0.243  -0.0703
N  -2.268  -0.513  -0.033  0.0523
N  -0.212  -1.313  0.183  0.0078
N  -1.527  -1.597  -0.026  -0.1008
N  -1.950  1.820  0.028  0.0858
N  2.925  -0.518  -0.137  -0.0222
N  2.273  0.621  0.139  0.0066
H  -2.007  -2.429  -0.338  0.1414
H  -2.714  2.049  -0.622  0.0947
H  -1.272  2.517  -0.122  0.0555
H  3.258  -0.528  -1.091  0.1018
H  3.078  -1.109  0.629  0.0795
H  2.050  0.533  1.098  -0.0009

Properties
HOMO-LUMO gap (alpha / beta) = 8.927 / 7.682 eV
HOMO level (alpha / beta) = -0.3025 / -0.2934 Ha


iii:
Computed, not measured: C2H6N6 in the gas phase, with the ωB97M-V functional and the def2-TZVPD basis.

Each line ends with the Löwdin charge.
Atoms and positions in Å:
H  1.950  -0.888  2.477  0.0525
N  1.753  -1.013  1.494  0.1424
C  0.835  -0.274  1.100  -0.4633
N  0.009  0.703  1.808  0.1176
C  -0.841  1.131  0.958  -0.1637
N  -0.744  0.561  -0.284  -0.1872
N  -1.233  1.171  -1.476  0.0681
N  0.530  -0.094  -0.288  -0.0811
N  0.354  -1.284  -1.090  0.0915
H  -1.616  1.809  1.092  0.1064
H  -1.823  0.452  -1.984  0.1011
H  -0.377  1.310  -2.059  0.0968
H  -0.024  -1.941  -0.439  0.0713
H  1.225  -1.644  -1.309  0.0475

Properties
SMILES string = [H]/N=c1\ncn(N)n1N
HOMO-LUMO gap = 9.467 eV
HOMO level = -0.3193 Ha


Referenced to the most stable arrangement, the calculated values in eV are i 2.522; ii 2.675; iii 0.000.


i:
Computed, not measured: 6 unconnected molecules or ions with the total composition H12O6, with the ωB97M-V functional and the def2-TZVPD basis.

Each line ends with the Löwdin charge.
Atoms and positions in Å:
O  0.400  0.945  -1.543  -0.0880
H  1.255  0.456  -1.455  0.0056
H  0.655  1.844  -1.830  0.0692
O  -0.333  1.632  1.192  -0.1005
H  -0.401  1.105  0.371  -0.0082
H  -1.312  1.411  1.292  0.0502
O  0.989  -0.749  1.227  -0.0665
H  0.608  0.097  1.512  0.0227
H  1.319  -1.195  2.026  0.0854
O  -1.066  -1.794  -0.571  -0.1155
H  -0.659  -1.191  -1.273  0.0534
H  -0.556  -1.431  0.223  0.0282
O  2.774  -0.322  -0.915  -0.0567
H  2.366  -0.777  -0.099  0.0669
H  2.919  -0.980  -1.547  0.0177
O  -2.818  0.302  0.699  -0.0837
H  -2.639  -0.411  0.027  0.0468
H  -3.123  0.972  0.042  0.0732

Properties
SMILES string = O.O.O.O.O.O
HOMO-LUMO gap = 11.738 eV
HOMO level = -0.4159 Ha


ii:
Computed, not measured: 6 unconnected molecules or ions with the total composition H12O6, with the ωB97M-V functional and the def2-TZVPD basis.

Each line ends with the Löwdin charge.
Atoms and positions in Å:
O  -0.189  0.604  -0.587  -0.0658
H  0.361  -0.184  -0.657  0.0117
H  -0.133  0.847  0.344  0.0332
O  3.875  -0.631  1.200  -0.0590
H  4.598  -1.264  1.130  0.0485
H  4.115  -0.083  1.956  0.0417
O  2.736  -1.656  -1.149  -0.0586
H  2.973  -0.769  -0.856  0.0079
H  1.809  -1.745  -0.903  0.0234
O  -3.382  -0.184  1.895  -0.0465
H  -3.623  0.251  2.721  0.0407
H  -2.425  -0.282  1.951  0.0359
O  -4.440  -0.730  -1.201  -0.0649
H  -4.277  -0.333  -0.338  0.0004
H  -5.390  -0.630  -1.329  0.0296
O  1.205  2.467  -0.530  -0.0667
H  1.665  3.011  0.119  0.0423
H  1.892  2.226  -1.162  0.0464

Properties
SMILES string = O.O.O.O.O.O
HOMO-LUMO gap = 10.600 eV
HOMO level = -0.3813 Ha


Referenced to the most stable arrangement, the calculated values in eV are i 0.000; ii 1.281.


i:
Computed, not measured: a molecular structure, CH4Cl2P2, with the ωB97M-V functional and the def2-TZVPD basis.

Each line ends with the Löwdin charge.
Atoms and positions in Å:
C  -1.468  0.439  0.751  -1.3843
P  1.153  0.069  -1.356  0.6054
P  0.234  -0.005  0.648  0.4873
Cl  -2.264  -0.533  -0.496  0.3809
Cl  -1.736  2.183  0.251  0.3324
H  2.340  -0.680  -1.245  -0.1466
H  0.502  -1.049  -1.503  -0.2349
H  1.036  0.748  1.483  -0.0399
H  0.203  -1.172  1.466  -0.0003

Properties
HOMO-LUMO gap = 7.888 eV
HOMO level = -0.2853 Ha


ii:
Computed, not measured: 2 unconnected molecules or ions with the total composition CH4Cl2P2, with the ωB97M-V functional and the def2-TZVPD basis.

Each line ends with the Löwdin charge.
Atoms and positions in Å:
C  -1.064  -0.050  -0.053  -1.7195
P  1.195  -1.259  0.188  0.7135
P  -0.614  1.626  0.338  0.6734
Cl  -1.931  -0.826  1.180  0.4912
Cl  -1.697  -0.487  -1.642  0.4793
H  1.052  -2.233  1.132  -0.2094
H  0.521  -1.741  -0.892  -0.2376
H  -0.322  2.067  -0.934  -0.1237
H  -1.953  2.170  0.033  -0.0673

Properties
HOMO-LUMO gap = 7.584 eV
HOMO level = -0.3178 Ha


Referenced to the most stable arrangement, the calculated values in eV are i 0.000; ii 0.056.


i:
Computed, not measured: 6 unconnected molecules or ions with the total composition CH14O6, with the ωB97M-V functional and the def2-TZVPD basis.

Each line ends with the Löwdin charge.
Atoms and positions in Å:
C  -2.006  -0.568  0.435  -0.1236
O  -1.294  -0.069  -0.723  -0.1578
H  -1.367  -0.626  1.336  0.0843
H  -2.420  -1.545  0.208  0.0748
H  -2.926  0.075  0.419  0.0853
H  -0.868  -0.822  -1.150  0.0709
O  1.558  -1.766  -0.482  -0.0471
H  2.224  -2.314  -0.051  0.0259
H  1.618  -0.923  -0.022  0.0067
O  2.132  4.670  0.492  -0.0554
H  2.727  4.338  -0.180  0.0316
H  1.402  5.111  0.056  0.0285
O  1.192  1.190  0.814  -0.0571
H  0.779  1.825  1.410  0.0452
H  0.487  0.752  0.327  -0.0101
O  2.309  -5.164  0.926  -0.0554
H  2.240  -4.910  -0.003  0.0320
H  2.976  -4.558  1.262  0.0283
O  -3.838  1.422  -1.688  -0.0656
H  -4.049  2.361  -1.615  0.0359
H  -2.878  1.518  -1.771  0.0227

Properties
SMILES string = CO.O.O.O.O.O
HOMO-LUMO gap = 11.390 eV
HOMO level = -0.4039 Ha


ii:
Computed, not measured: 6 unconnected molecules or ions with the total composition CH14O6, with the ωB97M-V functional and the def2-TZVPD basis.

Each line ends with the Löwdin charge.
Atoms and positions in Å:
C  1.975  -0.792  1.054  -0.0748
O  2.083  -0.509  -0.383  -0.1740
H  2.079  -1.853  1.276  0.0832
H  2.823  -0.224  1.436  0.0910
H  0.936  -0.535  1.291  0.0824
H  1.652  -1.260  -0.820  0.0420
O  -2.439  -1.517  -1.258  -0.0616
H  -2.552  -0.858  -1.948  0.0506
H  -2.514  -1.043  -0.415  0.0172
O  -1.930  0.367  1.054  -0.1101
H  -1.260  1.108  1.236  -0.0100
H  -2.843  0.643  1.122  0.0263
O  -0.476  2.403  1.574  -0.0580
H  -0.931  3.230  1.376  0.0722
H  0.205  2.335  0.862  0.0152
O  0.143  -2.167  -1.446  -0.0671
H  -0.684  -2.658  -1.378  0.0381
H  -0.147  -1.250  -1.550  0.0404
O  1.154  1.900  -0.484  -0.0779
H  1.630  2.335  -1.211  0.0681
H  1.637  1.038  -0.352  0.0071

Properties
SMILES string = CO.O.O.O.O.O
HOMO-LUMO gap = 11.231 eV
HOMO level = -0.3929 Ha


Referenced to the most stable arrangement, the calculated values in eV are i 0.607; ii 0.000.